No. 1
A cluster of 12 separate species, C28H85N5O12 in total. Source: OMol25; level of theory: ωB97M-V/def2-TZVPD.

Each line ends with the Löwdin charge.
Geometry (Å):
C (-5.54, -1.52, 1.30)  -0.1056
O (-5.72, -1.92, -0.04)  -0.2076
C (-4.75, -2.85, -0.51)  -0.1912
C (-5.27, -3.19, -1.89)  -0.4151
C (-6.39, -4.21, -1.92)  -0.0604
N (-4.16, -3.63, -2.79)  0.0306
H (-4.70, -0.81, 1.40)  0.0756
H (-5.44, -2.33, 2.02)  0.0825
H (-6.39, -0.88, 1.58)  0.0919
H (-3.75, -2.41, -0.63)  0.1091
H (-4.65, -3.74, 0.12)  0.1346
H (-5.67, -2.30, -2.36)  0.1370
H (-5.96, -5.17, -1.61)  0.0820
H (-6.79, -4.32, -2.93)  0.0771
H (-7.20, -3.93, -1.24)  0.0807
H (-4.35, -3.24, -3.72)  0.0928
H (-4.28, -4.63, -2.99)  0.0837
C (-0.95, -1.05, 1.54)  -0.0844
O (-1.28, -0.67, 0.22)  -0.1985
C (-0.14, -0.65, -0.57)  -0.2398
C (-0.18, 0.12, -1.87)  -0.4005
C (1.11, -0.07, -2.65)  -0.0443
N (-0.39, 1.57, -1.63)  0.0756
H (-0.36, -1.98, 1.56)  0.0768
H (-1.83, -1.04, 2.17)  0.0783
H (-0.29, -0.27, 1.96)  0.0796
H (0.69, -0.23, 0.04)  0.1154
H (0.25, -1.68, -0.71)  0.1234
H (-1.04, -0.22, -2.45)  0.1183
H (0.96, 0.03, -3.73)  0.0764
H (1.54, -1.08, -2.57)  0.0820
H (1.88, 0.58, -2.24)  0.0709
H (-1.32, 1.62, -1.23)  0.0445
H (0.21, 1.95, -0.90)  0.0503
C (2.96, 3.67, -3.38)  -0.0814
O (4.36, 3.48, -3.46)  -0.1963
C (4.73, 2.87, -4.65)  -0.2453
C (5.89, 1.92, -4.38)  -0.4544
C (7.07, 2.69, -3.81)  -0.0705
N (6.20, 1.08, -5.52)  0.0297
H (2.61, 4.15, -4.30)  0.0901
H (2.60, 4.19, -2.50)  0.0816
H (2.53, 2.65, -3.39)  0.0750
H (3.88, 2.31, -5.07)  0.1221
H (5.04, 3.58, -5.44)  0.1342
H (5.44, 1.29, -3.59)  0.1379
H (7.40, 3.44, -4.54)  0.0837
H (7.97, 2.10, -3.60)  0.0711
H (6.79, 3.27, -2.92)  0.0713
H (6.36, 1.61, -6.39)  0.0753
H (7.14, 0.68, -5.41)  0.0673
C (5.02, 2.93, 0.84)  -0.0950
O (4.03, 2.39, 1.66)  -0.2572
C (4.48, 1.87, 2.92)  -0.1676
C (3.25, 1.41, 3.68)  -0.4064
C (3.68, 0.89, 5.06)  -0.0500
N (2.56, 0.32, 2.99)  0.0715
H (5.75, 2.16, 0.55)  0.0973
H (5.59, 3.71, 1.34)  0.0947
H (4.54, 3.18, -0.10)  0.0890
H (5.13, 1.02, 2.64)  0.1379
H (5.01, 2.66, 3.47)  0.1339
H (2.61, 2.28, 3.81)  0.1518
H (4.34, 1.59, 5.58)  0.0813
H (4.15, -0.08, 5.00)  0.0817
H (2.79, 0.85, 5.69)  0.0737
H (3.20, -0.48, 2.95)  0.0620
H (2.42, 0.57, 2.01)  0.0747
C (-2.21, 2.99, 1.47)  -0.1063
O (-2.68, 3.02, 0.16)  -0.1766
C (-3.93, 2.41, 0.00)  -0.2123
C (-3.98, 1.68, -1.34)  -0.4128
C (-5.29, 1.88, -2.06)  -0.0718
N (-3.71, 0.23, -1.22)  0.0679
H (-2.98, 3.19, 2.21)  0.0924
H (-1.37, 3.67, 1.55)  0.0853
H (-1.78, 1.99, 1.66)  0.0831
H (-4.17, 1.68, 0.80)  0.1205
H (-4.79, 3.10, 0.08)  0.1271
H (-3.20, 2.10, -1.98)  0.1187
H (-5.31, 1.45, -3.07)  0.0754
H (-5.49, 2.94, -2.23)  0.0824
H (-6.15, 1.52, -1.50)  0.0820
H (-2.91, -0.07, -0.62)  0.0553
H (-4.56, -0.20, -0.84)  0.0402
C (0.86, -1.78, 6.65)  -0.0790
C (0.45, -1.71, 5.19)  -0.3038
O (0.24, -0.40, 4.65)  -0.1151
H (0.15, -1.20, 7.26)  0.0774
H (1.85, -1.39, 6.88)  0.0618
H (0.85, -2.83, 6.95)  0.0756
H (-0.39, -2.39, 5.02)  0.0838
H (1.28, -2.15, 4.61)  0.1017
H (0.88, -0.34, 3.92)  0.0264
C (-0.46, 2.81, -6.08)  -0.1022
C (-1.34, 2.47, -4.91)  -0.3155
O (-1.00, 3.36, -3.81)  -0.1350
H (-0.70, 2.19, -6.96)  0.0725
H (0.59, 2.66, -5.82)  0.0628
H (-0.54, 3.85, -6.40)  0.0748
H (-1.21, 1.43, -4.60)  0.0994
H (-2.40, 2.69, -5.11)  0.1059
H (-1.03, 2.82, -2.98)  0.0226
C (4.22, -2.85, 1.51)  -0.0806
C (2.85, -2.71, 0.84)  -0.3001
O (1.81, -2.99, 1.78)  -0.0986
H (4.29, -2.19, 2.38)  0.0546
H (5.06, -2.71, 0.83)  0.0804
H (4.32, -3.89, 1.83)  0.0833
H (2.79, -3.47, 0.06)  0.1146
H (2.69, -1.73, 0.39)  0.0952
H (2.22, -3.26, 2.60)  0.0627
C (-2.79, -3.90, 4.82)  -0.0775
C (-2.49, -3.92, 3.32)  -0.2887
O (-2.68, -5.27, 2.79)  -0.0995
H (-2.57, -2.84, 5.04)  0.0572
H (-2.10, -4.54, 5.35)  0.0745
H (-3.85, -4.02, 5.00)  0.0737
H (-1.45, -3.62, 3.16)  0.0939
H (-3.23, -3.29, 2.81)  0.0913
H (-2.04, -5.43, 2.09)  0.0693
O (-2.58, 0.14, 4.47)  -0.0728
H (-2.25, 0.22, 5.37)  0.0321
H (-1.78, 0.25, 3.93)  -0.0067
O (1.65, 2.63, 0.24)  -0.0732
H (2.44, 2.46, 0.81)  0.0166
H (1.54, 3.59, 0.26)  0.0574
O (-1.33, -3.05, -2.59)  -0.1002
H (-1.32, -2.09, -2.61)  -0.0147
H (-2.29, -3.28, -2.41)  0.0047

Calculated values
**LUMO level**: 0.0101 Ha
**ΔE to the lowest compared entry with this formula, charge and spin**: 0.029 eV
**Molecular weight**: 684.011 g mol⁻¹
**SMILES**: COC[C@H](C)N.COC[C@H](C)N.COC[C@H](C)N.COC[C@H](C)N.COC[C@H](C)N.CCO.CCO.CCO.CCO.O.O.O

=====

No. 2
A cluster of 13 separate species, C28H87N21O13 in total. Source: OMol25; level of theory: ωB97M-V/def2-TZVPD.

Each line ends with the Löwdin charge.
Geometry (Å):
C (5.48, 11.45, 7.18)  -0.6812
O (4.71, 12.32, 7.55)  0.0168
N (6.53, 11.67, 6.33)  0.1759
N (5.38, 10.16, 7.66)  0.1401
H (6.65, 12.56, 5.89)  0.0688
H (6.97, 10.84, 5.98)  0.0943
H (4.63, 9.95, 8.29)  0.0982
H (5.85, 9.41, 7.18)  0.0896
C (6.33, 16.72, 13.23)  -0.6454
O (6.15, 15.75, 13.97)  -0.0031
N (6.28, 16.62, 11.87)  0.1689
N (6.52, 18.00, 13.70)  0.1598
H (6.20, 15.66, 11.55)  0.0508
H (6.46, 17.42, 11.28)  0.0431
H (6.27, 18.76, 13.08)  0.0724
H (6.26, 18.12, 14.66)  0.0988
C (6.30, 12.97, 11.48)  -0.6377
O (6.35, 13.95, 10.75)  -0.0151
N (6.02, 11.73, 11.00)  0.1726
N (6.50, 13.05, 12.83)  0.1793
H (5.72, 11.63, 10.04)  0.0763
H (5.99, 10.94, 11.62)  0.0943
H (6.51, 13.96, 13.27)  0.0654
H (6.50, 12.20, 13.37)  0.0954
C (10.61, 14.00, 8.58)  -0.6779
O (10.57, 15.23, 8.56)  0.0061
N (9.80, 13.22, 7.81)  0.1686
N (11.53, 13.31, 9.34)  0.1481
H (9.11, 13.67, 7.22)  0.0547
H (9.85, 12.22, 7.78)  0.0969
H (12.17, 13.82, 9.92)  0.0992
H (11.63, 12.32, 9.23)  0.0877
C (5.68, 16.44, 7.81)  -0.6330
O (5.41, 16.69, 6.63)  -0.0216
N (6.37, 15.35, 8.18)  0.2086
N (5.26, 17.19, 8.85)  0.1927
H (6.75, 14.67, 7.54)  0.0759
H (6.58, 15.20, 9.15)  0.0592
H (5.39, 16.84, 9.78)  0.0501
H (4.81, 18.07, 8.68)  0.0890
C (8.99, 14.97, 4.95)  -0.6278
O (8.16, 14.35, 5.61)  -0.0099
N (8.75, 15.32, 3.64)  0.1714
N (10.18, 15.42, 5.44)  0.1814
H (7.92, 14.95, 3.22)  0.0964
H (9.53, 15.61, 3.09)  0.0953
H (10.75, 16.00, 4.86)  0.0962
H (10.48, 15.21, 6.38)  0.0601
C (5.09, 14.83, 3.67)  -0.6832
O (5.21, 14.03, 2.75)  -0.0015
N (4.70, 14.55, 4.94)  0.1718
N (5.27, 16.20, 3.54)  0.1673
H (4.73, 15.34, 5.58)  0.0409
H (4.51, 13.63, 5.29)  0.0811
H (5.51, 16.53, 2.63)  0.0883
H (5.05, 16.73, 4.36)  0.0437
C (7.24, 19.89, 10.32)  -0.6285
O (6.28, 19.17, 10.64)  -0.0360
N (8.40, 19.33, 9.89)  0.1840
N (7.21, 21.24, 10.35)  0.1759
H (8.41, 18.33, 9.85)  0.1106
H (9.18, 19.88, 9.59)  0.1010
H (8.05, 21.74, 10.16)  0.1042
H (6.37, 21.73, 10.61)  0.0805
C (4.61, 21.09, 7.97)  -0.0687
C (4.17, 22.07, 6.91)  -0.4350
C (3.54, 21.36, 5.71)  -0.2056
O (3.04, 22.23, 4.72)  -0.1758
C (3.99, 23.07, 4.12)  -0.1255
N (3.25, 23.02, 7.56)  0.0462
H (5.12, 20.21, 7.54)  0.0796
H (3.78, 20.57, 8.46)  0.0659
H (5.19, 21.55, 8.76)  0.0502
H (5.00, 22.71, 6.58)  0.1249
H (2.64, 20.87, 6.11)  0.1277
H (4.25, 20.65, 5.29)  0.1126
H (4.44, 23.76, 4.84)  0.0763
H (3.49, 23.70, 3.38)  0.0902
H (4.80, 22.54, 3.61)  0.0834
H (3.11, 23.86, 7.01)  0.0623
H (2.35, 22.59, 7.71)  0.0773
C (6.47, 19.88, -0.78)  -0.0764
C (5.87, 19.40, 0.54)  -0.4255
C (6.97, 19.43, 1.60)  -0.2225
O (6.44, 18.79, 2.75)  -0.2246
C (7.38, 18.76, 3.81)  -0.1004
N (4.77, 20.32, 0.88)  0.0520
H (7.11, 20.75, -0.59)  0.0779
H (5.73, 20.27, -1.48)  0.0769
H (6.96, 19.08, -1.35)  0.0765
H (5.57, 18.36, 0.41)  0.1376
H (7.18, 20.47, 1.87)  0.1254
H (7.89, 18.95, 1.23)  0.1277
H (7.72, 19.75, 4.12)  0.0867
H (8.21, 18.11, 3.50)  0.0719
H (6.92, 18.25, 4.66)  0.0734
H (4.54, 20.17, 1.86)  0.0495
H (5.13, 21.26, 0.76)  0.0668
C (2.71, 15.92, 12.66)  -0.0442
C (3.02, 15.52, 11.22)  -0.4148
C (2.49, 14.13, 10.88)  -0.2165
O (1.13, 14.02, 11.26)  -0.1908
C (0.66, 12.70, 11.31)  -0.1109
N (2.47, 16.56, 10.31)  0.0526
H (3.21, 16.87, 12.83)  0.0651
H (3.19, 15.20, 13.33)  0.0806
H (1.64, 15.95, 12.83)  0.0759
H (4.10, 15.39, 11.11)  0.0958
H (3.05, 13.40, 11.49)  0.1204
H (2.73, 13.79, 9.86)  0.1295
H (-0.41, 12.73, 11.11)  0.0864
H (0.75, 12.28, 12.32)  0.0878
H (1.11, 12.07, 10.54)  0.0855
H (1.47, 16.37, 10.23)  0.0799
H (2.82, 16.30, 9.39)  0.0625
C (2.65, 18.01, 5.14)  -0.0639
C (1.50, 18.11, 4.15)  -0.4279
C (1.97, 18.02, 2.71)  -0.2038
O (0.91, 17.98, 1.77)  -0.1941
C (0.33, 19.25, 1.54)  -0.1015
N (0.48, 17.06, 4.42)  0.0498
H (3.44, 18.73, 4.91)  0.0573
H (3.06, 17.00, 5.06)  0.0556
H (2.29, 18.24, 6.14)  0.0854
H (0.98, 19.06, 4.35)  0.1197
H (2.48, 17.06, 2.56)  0.1299
H (2.66, 18.85, 2.48)  0.1126
H (-0.49, 19.11, 0.83)  0.0861
H (1.03, 19.92, 1.04)  0.0868
H (-0.05, 19.68, 2.47)  0.0838
H (0.87, 16.34, 5.02)  0.0581
H (0.22, 16.66, 3.52)  0.0593
C (3.84, 21.72, 12.12)  -0.0541
C (2.99, 20.47, 12.18)  -0.4336
C (1.54, 20.73, 12.47)  -0.2227
O (1.42, 21.33, 13.74)  -0.1927
C (0.10, 21.65, 14.08)  -0.1208
N (3.05, 19.80, 10.86)  0.0519
H (3.65, 22.33, 13.01)  0.0789
H (3.58, 22.33, 11.25)  0.0849
H (4.91, 21.50, 12.10)  0.0493
H (3.41, 19.82, 12.96)  0.1335
H (0.93, 19.81, 12.42)  0.1288
H (1.07, 21.38, 11.71)  0.1306
H (0.10, 22.16, 15.04)  0.0851
H (-0.57, 20.78, 14.15)  0.0867
H (-0.31, 22.32, 13.30)  0.0879
H (2.67, 18.85, 10.90)  0.0347
H (4.04, 19.62, 10.69)  0.0289

Calculated values
**LUMO level**: 0.0091 Ha
**ΔE to the lowest compared entry with this formula, charge and spin**: 0.000 eV
**Molecular weight**: 926.138 g mol⁻¹

=====

No. 3
A cluster of 14 separate species, C28H90N14O14 in total. Source: OMol25; level of theory: ωB97M-V/def2-TZVPD.

Each line ends with the Löwdin charge.
Geometry (Å):
C (-5.31, 5.73, 3.58)  -0.6906
O (-6.45, 5.17, 3.60)  -0.0396
N (-5.14, 7.04, 3.55)  0.1628
N (-4.19, 4.98, 3.74)  0.1516
H (-5.92, 7.69, 3.58)  0.1202
H (-4.21, 7.41, 3.50)  0.1032
H (-4.32, 3.99, 3.86)  0.1070
H (-3.31, 5.38, 3.46)  0.0987
C (-0.11, -0.96, 1.23)  -0.8342
O (0.90, -1.21, 0.64)  0.0501
N (-0.76, 0.10, 0.98)  0.1629
N (-0.68, -1.61, 2.21)  0.1641
H (-0.48, 0.74, 0.25)  0.1240
H (-1.49, 0.52, 1.54)  0.1164
H (-1.59, -1.30, 2.53)  0.1028
H (-0.08, -1.93, 2.96)  0.1137
C (-5.42, -4.58, 5.66)  -0.8619
O (-4.33, -4.31, 5.29)  0.0491
N (-5.83, -4.14, 6.81)  0.1650
N (-6.31, -5.14, 4.93)  0.1768
H (-5.14, -3.76, 7.44)  0.1236
H (-6.79, -4.27, 7.07)  0.1097
H (-7.20, -5.42, 5.34)  0.1146
H (-5.91, -5.59, 4.12)  0.1283
C (4.61, -6.78, 1.62)  -0.7622
O (5.34, -6.65, 2.59)  0.0234
N (3.80, -5.86, 1.12)  0.1544
N (4.40, -7.92, 0.99)  0.1438
H (3.68, -4.96, 1.56)  0.1158
H (3.33, -6.09, 0.25)  0.1017
H (3.76, -8.05, 0.22)  0.1033
H (4.97, -8.70, 1.29)  0.1136
C (4.23, -4.35, -8.18)  -0.0725
C (3.56, -3.18, -7.45)  -0.4602
C (4.41, -2.68, -6.29)  -0.2009
O (4.59, -3.73, -5.32)  -0.1891
C (5.21, -3.23, -4.15)  -0.1236
N (3.36, -2.09, -8.36)  0.0340
H (3.73, -4.56, -9.12)  0.0727
H (4.15, -5.24, -7.56)  0.0738
H (5.28, -4.19, -8.39)  0.0796
H (2.69, -3.63, -6.97)  0.1424
H (3.85, -1.90, -5.78)  0.1238
H (5.37, -2.33, -6.66)  0.1256
H (5.90, -2.44, -4.44)  0.0763
H (5.86, -3.95, -3.65)  0.0860
H (4.56, -2.76, -3.42)  0.0856
H (2.65, -2.35, -9.03)  0.0715
H (4.16, -1.95, -8.96)  0.0749
C (5.06, -2.09, 5.42)  -0.0627
C (3.55, -2.13, 5.52)  -0.4617
C (3.14, -3.25, 6.53)  -0.1480
O (1.69, -3.42, 6.42)  -0.2243
C (0.98, -4.21, 7.32)  -0.1333
N (3.11, -0.90, 6.05)  0.0314
H (5.27, -2.92, 4.74)  0.0829
H (5.53, -2.34, 6.37)  0.0819
H (5.38, -1.12, 5.04)  0.0811
H (3.08, -2.33, 4.55)  0.1367
H (3.20, -2.88, 7.56)  0.1189
H (3.67, -4.20, 6.45)  0.1227
H (0.56, -3.69, 8.18)  0.0767
H (1.67, -4.99, 7.66)  0.0808
H (0.24, -4.85, 6.84)  0.0870
H (2.16, -0.88, 6.40)  0.0646
H (3.79, -0.66, 6.76)  0.0734
C (0.00, 7.85, 1.33)  -0.0706
C (0.86, 7.37, 2.46)  -0.4724
C (0.68, 8.05, 3.79)  -0.1460
O (-0.76, 8.15, 4.23)  -0.1992
C (-0.96, 8.82, 5.46)  -0.1378
N (0.94, 5.92, 2.50)  0.0392
H (0.36, 7.65, 0.33)  0.0800
H (-0.22, 8.91, 1.28)  0.0809
H (-1.01, 7.47, 1.44)  0.0757
H (1.88, 7.62, 2.17)  0.1292
H (1.11, 9.04, 3.72)  0.1199
H (1.32, 7.52, 4.50)  0.1196
H (-1.93, 8.47, 5.80)  0.0855
H (-0.80, 9.90, 5.44)  0.0816
H (-0.24, 8.51, 6.22)  0.0770
H (1.86, 5.56, 2.72)  0.0743
H (0.63, 5.58, 1.60)  0.0635
C (2.94, 3.32, -3.92)  -0.0367
C (2.01, 4.53, -3.70)  -0.4655
C (1.61, 5.20, -4.95)  -0.2616
O (0.90, 6.36, -4.66)  -0.2011
C (0.51, 7.16, -5.76)  -0.0817
N (0.79, 4.24, -2.94)  0.0369
H (2.61, 2.42, -3.40)  0.0783
H (3.95, 3.65, -3.68)  0.0787
H (2.80, 3.13, -4.99)  0.0675
H (2.49, 5.18, -2.97)  0.1353
H (1.09, 4.49, -5.59)  0.1360
H (2.58, 5.45, -5.39)  0.1304
H (-0.26, 6.55, -6.23)  0.0912
H (1.37, 7.39, -6.39)  0.0865
H (0.09, 8.11, -5.41)  0.0880
H (0.35, 5.15, -2.97)  0.0552
H (0.26, 3.58, -3.49)  0.0642
C (-6.88, 5.31, -3.32)  -0.0538
C (-5.36, 4.86, -3.39)  -0.3689
C (-5.07, 3.54, -4.24)  -0.1491
O (-3.75, 3.04, -3.92)  -0.2330
C (-3.66, 1.61, -3.92)  -0.1150
N (-4.61, 6.04, -3.85)  -0.0022
H (-7.54, 4.63, -2.78)  0.0659
H (-7.25, 5.45, -4.33)  0.0712
H (-6.98, 6.26, -2.78)  0.0614
H (-4.86, 4.82, -2.42)  0.1220
H (-4.97, 3.66, -5.32)  0.1211
H (-5.73, 2.69, -4.06)  0.1085
H (-3.93, 1.28, -4.92)  0.0825
H (-4.34, 1.07, -3.26)  0.0815
H (-2.65, 1.40, -3.59)  0.0862
H (-3.62, 5.85, -3.85)  0.0622
H (-4.87, 6.80, -3.23)  0.0589
C (-0.39, -6.50, -2.81)  -0.0766
C (0.32, -7.82, -3.07)  -0.4470
C (-0.22, -8.40, -4.43)  -0.1713
O (0.67, -9.45, -4.84)  -0.2088
C (0.41, -10.66, -4.12)  -0.0995
N (1.71, -7.51, -3.22)  0.0331
H (-0.50, -5.89, -3.71)  0.0750
H (0.14, -5.87, -2.09)  0.0798
H (-1.42, -6.68, -2.52)  0.0780
H (0.25, -8.48, -2.20)  0.1236
H (-0.30, -7.64, -5.21)  0.1253
H (-1.21, -8.84, -4.30)  0.1156
H (1.17, -11.41, -4.35)  0.0910
H (-0.60, -11.05, -4.25)  0.0834
H (0.42, -10.54, -3.04)  0.0750
H (2.04, -8.12, -3.95)  0.0607
H (1.80, -6.61, -3.65)  0.0689
O (-0.31, -0.20, 8.29)  -0.0491
H (0.23, -0.20, 9.09)  0.0324
H (-0.30, -1.11, 8.00)  0.0140
O (-6.46, 1.46, 2.13)  -0.0556
H (-5.96, 1.13, 2.87)  0.0195
H (-6.68, 2.36, 2.36)  0.0188
O (4.21, 1.73, 1.86)  -0.0552
H (3.94, 1.05, 1.24)  0.0278
H (4.13, 1.32, 2.72)  0.0214
O (-3.61, -0.03, 5.18)  -0.0523
H (-3.67, -0.98, 5.28)  0.0225
H (-3.01, 0.24, 5.87)  0.0274

Calculated values
**LUMO level**: 0.0076 Ha
**Molecular weight**: 847.112 g mol⁻¹

=====

Number 1: HOMO -8.430 eV, frontier orbital gap 8.70 eV. Number 2: HOMO -8.359 eV, frontier orbital gap 8.61 eV. Number 3: HOMO -8.750 eV, frontier orbital gap 8.96 eV.